1.
C2H3NO2S as an isolated structure. Source: the Open Molecules 2025 dataset; level of theory: the ωB97M-V functional and the def2-TZVPD basis.

The geometry in XYZ format:
```
9
C2H3NO2S, DFT the ωB97M-V functional and the def2-TZVPD basis
C 0.6369 0.4196 -0.1289
C -0.2214 -0.8691 -0.0436
N 0.5941 0.9364 1.0887
O 1.3422 0.7385 -1.0684
O -2.3555 0.4353 0.9932
S -1.2624 -0.3365 1.4559
H -0.6472 -1.1053 -1.0173
H 0.1780 -1.7631 0.4424
H 0.9261 1.8349 1.1799
```

Löwdin population analysis, charges in e, atoms 1 to 4:
1 C -0.700
2 C -0.226
3 N 0.055
4 O 0.059

---

2.
A single C2H3NO2S molecule. Source: the Open Molecules 2025 dataset; level of theory: the ωB97M-V functional and the def2-TZVPD basis.

The geometry in XYZ format:
```
9
C2H3NO2S, DFT the ωB97M-V functional and the def2-TZVPD basis
O -0.0092 2.1917 1.2799
C -0.0628 1.1095 0.7454
N 0.8500 0.6677 -0.2587
O 0.1969 -0.2336 -1.0913
C -0.3847 -1.2078 -0.2453
S -1.1557 -0.2489 1.0629
H 1.1684 1.4069 -0.8943
H 0.3850 -1.8050 0.2918
H -0.9880 -1.8805 -0.8903
```

SMILES string: O=C1NOCS1

Löwdin population analysis, charges in e, atoms 1 to 4:
1 O 0.037
2 C -0.743
3 N 0.009
4 O -0.190

---

3.
C2H3NO2S as an isolated structure. Source: the Open Molecules 2025 dataset; level of theory: the ωB97M-V functional and the def2-TZVPD basis.

The geometry in XYZ format:
```
9
C2H3NO2S, DFT the ωB97M-V functional and the def2-TZVPD basis
C 0.9928 0.1733 -0.1511
C 0.5939 -0.8883 0.5343
N 0.0096 0.6947 -0.9047
O -0.7093 -1.2397 0.4029
O -2.3646 0.8276 0.9467
S -1.4762 -0.0684 -0.4712
H 1.9111 0.5763 -0.1573
H 1.0523 -1.6518 1.1515
H -0.0094 1.5763 -1.3511
```

Löwdin population analysis, charges in e, atoms 1 to 4:
1 C -0.194
2 C -0.195
3 N -0.184
4 O -0.301

---

4.
A single C2H3NO2S molecule. Source: the Open Molecules 2025 dataset; level of theory: the ωB97M-V functional and the def2-TZVPD basis.

The geometry in XYZ format:
```
9
C2H3NO2S, DFT the ωB97M-V functional and the def2-TZVPD basis
N -1.5828 -1.8395 -2.2376
C -0.8928 -0.9243 -2.1244
C 0.0288 0.1466 -1.9805
O 1.3901 -0.5854 -1.4103
S 2.0886 0.2626 -0.3350
O 1.1826 -0.0461 1.1226
H 0.3042 0.7060 -2.8524
H -0.2736 0.8701 -1.2398
H 1.5365 -0.8903 1.6386
```

SMILES string: N#CCOSO

Löwdin population analysis, charges in e, atoms 1 to 4:
1 N 0.179
2 C -0.211
3 C -0.111
4 O -0.557

---

5.
A single C2H3NO2S molecule. Source: the Open Molecules 2025 dataset; level of theory: the ωB97M-V functional and the def2-TZVPD basis.

The geometry in XYZ format:
```
9
C2H3NO2S, DFT the ωB97M-V functional and the def2-TZVPD basis
O 0.4057 -1.7921 -0.8188
C 0.2253 -0.7191 -0.2712
C 1.0950 -0.1129 0.7816
S 2.5120 -0.7602 1.0817
N -0.9530 -0.0230 -0.4497
O -0.9232 1.3194 -0.3119
H 0.7785 0.8051 1.3023
H -1.3915 -0.3175 -1.3345
H -1.7488 1.6003 0.0206
```

SMILES string: O=C(C=S)NO

Löwdin population analysis, charges in e, atoms 1 to 4:
1 O 0.054
2 C -0.560
3 C -0.578
4 S 0.803

---

6.
C2H3NO2S as an isolated structure. Source: the Open Molecules 2025 dataset; level of theory: the ωB97M-V functional and the def2-TZVPD basis.

The geometry in XYZ format:
```
9
C2H3NO2S, DFT the ωB97M-V functional and the def2-TZVPD basis
C -0.9744 -0.2443 0.1170
C -0.0670 1.0307 0.0368
N -0.0141 -1.1927 0.2363
O -2.1318 -0.3917 -0.0711
O 2.2546 0.0412 -0.5621
S 1.3305 0.0133 0.5320
H -0.0452 1.0297 -1.0677
H -0.2695 1.9800 0.6105
H -0.0830 -2.2663 0.1684
```

Löwdin population analysis, charges in e, atoms 1 to 4:
1 C -0.671
2 C -0.207
3 N -0.078
4 O 0.095

---

7.
A single C2H3NO2S2 molecule. Source: the Open Molecules 2025 dataset; level of theory: the ωB97M-V functional and the def2-TZVPD basis.

The geometry in XYZ format:
```
10
C2H3NO2S2, DFT the ωB97M-V functional and the def2-TZVPD basis
C 0.0921 -1.6216 0.0437
S -0.1816 -0.0652 -0.6649
O -1.5506 0.0669 -1.0907
O 0.7720 0.2900 -1.6477
N 0.1440 0.9307 0.7785
C 0.3134 2.1136 0.8597
S 0.4121 3.6955 0.9325
H -0.7619 -1.3896 0.7354
H -0.1839 -2.3563 -0.6427
H 0.9443 -1.6641 0.6963
```

SMILES string: CS(=O)(=O)N=C=S

Löwdin population analysis, charges in e, atoms 1 to 4:
1 C -0.129
2 S 0.602
3 O -0.278
4 O -0.280

---

8.
A single C2H3NO3 molecule. Source: the Open Molecules 2025 dataset; level of theory: the ωB97M-V functional and the def2-TZVPD basis.

The geometry in XYZ format:
```
9
C2H3NO3, DFT the ωB97M-V functional and the def2-TZVPD basis
O -0.8754 0.4032 1.7420
C 0.0938 -0.1621 1.3136
N 0.2884 -0.3133 -0.0518
O 1.5195 -0.8311 -0.3962
C -0.1844 0.2656 -1.1988
O -1.2014 0.8686 -1.3325
H 1.0235 -0.5074 1.8926
H 1.3932 -1.8334 -0.3361
H 0.5660 0.3879 -1.9897
```

SMILES string: O=CN(O)C=O

Löwdin population analysis, charges in e, atoms 1 to 4:
1 O 0.091
2 C -0.252
3 N -0.100
4 O -0.028

---

9.
A 2-piece molecular cluster, C2H3NO3 overall. Source: the Open Molecules 2025 dataset; level of theory: the ωB97M-V functional and the def2-TZVPD basis.

The geometry in XYZ format:
```
9
C2H3NO3, DFT the ωB97M-V functional and the def2-TZVPD basis
O -2.3935 -0.0292 -0.7262
N -1.5432 0.0905 0.0556
O -0.7396 -0.6548 0.5511
O -1.3085 1.4321 0.4733
H -0.7584 1.2999 1.1865
C 1.9136 -0.0027 -0.5413
C 1.3761 -1.0293 -0.1862
H 2.1531 0.9841 -1.0230
H 1.3004 -2.0906 0.2103
```

SMILES string: O=[N+]([O-])O.C#C

Löwdin population analysis, charges in e, atoms 1 to 4:
1 O 0.172
2 N -0.432
3 O 0.020
4 O 0.121

---

10.
A single C2H3NO3 molecule. Source: the Open Molecules 2025 dataset; level of theory: the ωB97M-V functional and the def2-TZVPD basis.

The geometry in XYZ format:
```
9
C2H3NO3, DFT the ωB97M-V functional and the def2-TZVPD basis
C 1.2745 -0.1799 0.5755
C 0.7887 0.5472 -0.4171
N -1.6463 -0.2009 -0.1413
O -1.3715 -1.2993 -0.4403
O -2.5604 0.2623 0.3929
O -0.5177 0.9093 -0.4492
H 2.3405 -0.4394 0.5272
H 0.5002 -0.5393 1.3515
H 1.1920 0.9399 -1.3993
```

2S+1: 3
⟨S²⟩: 2.01

Löwdin population analysis, charges in e, atoms 1 to 4:
1 C 0.083
2 C -0.221
3 N -0.442
4 O 0.103

---

11.
C2H3NO3P as an isolated structure. Source: the Open Molecules 2025 dataset; level of theory: the ωB97M-V functional and the def2-TZVPD basis.

The geometry in XYZ format:
```
10
C2H3NO3P, DFT the ωB97M-V functional and the def2-TZVPD basis
C 0.1172 0.4710 0.4714
C -0.7002 -1.8365 1.1871
N 0.1259 -0.0663 -0.7168
O -1.7599 -1.8641 0.6946
O -0.3607 -0.0752 1.4894
O 0.2594 -2.4264 1.5046
P 0.8253 0.8122 -1.9934
H 0.3472 1.5555 0.5768
H -0.2702 1.6564 -2.0726
H 1.4160 1.7735 -1.1411
```

Net charge: -1

Löwdin population analysis, charges in e, atoms 1 to 4:
1 C -0.533
2 C -0.673
3 N -0.339
4 O 0.091

---

12.
An isolated ion of composition C2H3NO3P and charge -1. Source: the Open Molecules 2025 dataset; level of theory: the ωB97M-V functional and the def2-TZVPD basis.

The geometry in XYZ format:
```
10
C2H3NO3P, DFT the ωB97M-V functional and the def2-TZVPD basis
C 0.3369 0.6679 -0.1612
C -0.6655 -0.1505 -0.0895
N -3.2747 -0.5495 -0.0460
O -3.2229 -1.6461 0.4894
O -4.1990 -0.2507 -0.8024
O -2.4383 1.7875 -0.1462
P -2.2142 0.5684 0.6571
H 1.2551 0.3126 -0.4004
H 0.2374 1.6592 -0.2410
H -0.5397 -1.2712 -0.1480
```

Net charge: -1

Löwdin population analysis, charges in e, atoms 1 to 4:
1 C -0.116
2 C -0.303
3 N -0.616
4 O -0.104

---

Energy relative to the best compared isomer or geometry (same formula, charge and spin), respectively: 75.8, 54.4, 121.1, 73.6, 72.2, 48.2, 34.5, 76.7, 182.4, 147.5, 56.7, 131.9 kcal per mole.